[1]
44
Properties=species:S:1:pos:R:3:forces:R:3:nbo_charge:R:1 method="wB97M-V/def2-TZVPD" fmax_ha_per_bohr=0.026 orbital_gap_ev=7.34 e_above_lowest_kj_mol=239.16 homo_energy_ev=-7.9 smiles="Cc1cccc(-n2c(CNC(=O)c3cccc([N+](=O)[O-])c3C)n[nH]c2=S)c1"
S -4.39361 0.13674 2.17674 -0.33 -0.40 0.63 -0.239
O 5.98143 0.24198 0.51880 0.34 -0.07 -0.05 -0.381
O -0.31719 1.97626 0.48392 0.01 0.21 0.30 -0.605
O 4.94175 1.69956 1.69816 -0.01 0.19 0.29 -0.367
N -3.33272 2.84123 -0.32550 0.40 0.40 -0.76 -0.256
N -0.45382 1.25960 -1.64892 -0.11 0.17 -0.35 -0.613
N -4.02612 2.37802 0.73718 0.49 -0.87 -0.11 -0.382
N 4.96934 0.80277 0.88561 0.48 0.10 0.08 0.527
N -2.87660 0.70969 -0.00637 -0.48 0.71 0.26 -0.444
C 2.58941 1.15955 0.23489 0.25 -0.13 0.02 0.157
C 2.58773 2.56496 0.72825 -0.07 0.41 0.12 -0.658
C 3.73087 -0.96407 -0.17023 0.13 0.07 0.09 -0.148
C -2.40706 -1.26826 -1.32806 -0.07 0.08 0.16 -0.251
C -1.59631 -1.10301 0.93751 -0.02 0.06 -0.20 -0.222
C -1.14186 -3.06310 -0.35485 -0.03 0.02 0.07 -0.217
C -1.72198 1.90696 -1.92550 0.07 0.22 0.05 -0.260
C 3.72660 0.34259 0.30860 -1.12 -0.54 -0.52 -0.020
C 0.16350 1.36330 -0.44422 0.30 -0.18 -0.30 0.675
C -0.26514 -2.92561 2.00124 0.02 0.03 0.04 -0.633
C 2.59205 -1.49597 -0.73602 -0.02 0.11 0.03 -0.232
C -3.75828 1.07168 0.99479 -0.30 0.24 0.01 0.221
C -1.01687 -2.36184 0.83771 -0.07 -0.02 -0.13 0.007
C 1.45100 0.59968 -0.36385 0.23 -0.24 0.13 -0.182
C -2.64680 1.83499 -0.75850 -0.35 0.41 0.01 0.375
C 1.45849 -0.70811 -0.83737 0.08 0.09 0.02 -0.154
C -1.83085 -2.52116 -1.42790 0.03 0.01 -0.11 -0.212
C -2.28281 -0.56161 -0.13764 0.19 -0.63 -0.03 0.234
H 0.61747 -2.31929 2.20516 0.08 -0.01 0.06 0.225
H -2.17152 1.41718 -2.79375 0.07 0.06 0.05 0.224
H -0.70201 -4.04550 -0.44512 0.05 -0.11 0.01 0.213
H -1.92806 -3.08264 -2.34537 -0.02 -0.05 -0.07 0.219
H -4.60676 2.98647 1.28924 0.04 -0.15 -0.03 0.429
H -1.58755 2.97139 -2.15348 -0.11 -0.17 0.01 0.235
H 0.02458 0.82151 -2.41837 0.01 -0.01 0.14 0.411
H 1.72281 3.10924 0.36456 0.01 0.00 0.00 0.231
H 0.05071 -3.94733 1.80740 0.04 -0.06 0.03 0.215
H 2.58232 -2.51275 -1.09422 0.01 -0.12 -0.02 0.225
H 0.55913 -1.12489 -1.26476 -0.13 -0.03 -0.03 0.232
H 2.55422 2.56751 1.81733 -0.02 0.09 -0.01 0.251
H 3.49686 3.08900 0.43944 -0.02 -0.01 0.01 0.231
H -0.88929 -2.91246 2.89268 0.01 -0.04 0.10 0.231
H 4.63704 -1.54391 -0.08035 0.00 0.00 -0.02 0.248
H -1.51665 -0.53818 1.85302 0.00 0.09 0.08 0.246
H -2.96742 -0.85215 -2.15189 -0.09 0.05 -0.06 0.216

=====

[2]
45
Properties=species:S:1:pos:R:3:forces:R:3:nbo_charge:R:1 method="wB97M-V/def2-TZVPD" fmax_ha_per_bohr=0.085 orbital_gap_ev=7.35 e_above_lowest_kj_mol=331.75 homo_energy_ev=-8.9 smiles="C#CC1(NS(=O)(=O)[C@H]2C=CC3=NC(=O)N(Cc4cnn(C)c4)C(=O)C3=C2)CC1"
S 2.87280 1.50862 0.93793 0.77 1.37 3.96 2.234
O 3.15308 0.46669 1.90692 -0.34 -0.27 -1.43 -0.931
O -1.69413 -4.26081 0.15489 -0.64 -1.02 0.13 -0.562
O -1.94208 -0.11075 1.78629 0.93 -0.68 -0.28 -0.592
O 2.39895 2.73783 1.59502 -0.01 -1.27 -2.10 -0.925
N -5.72495 -2.06118 -0.42423 -0.05 -0.33 -0.71 -0.169
N -0.02372 -2.91919 -0.36655 0.66 0.84 -0.10 -0.475
N 4.37838 1.78133 0.21334 -1.47 0.63 -0.88 -0.814
N -1.83500 -2.26422 1.15384 3.22 0.52 -0.30 -0.440
N -5.72973 -0.84731 0.18785 -0.34 -0.22 -0.75 -0.265
C 1.65877 0.92973 -0.32463 0.84 -1.06 -0.60 -0.544
C -4.78368 -2.90295 0.07678 -0.24 0.66 0.38 -0.047
C 4.75095 4.35290 0.36449 -0.04 0.48 0.39 -0.397
C -1.18865 -3.18556 0.32381 -1.19 -1.11 0.14 0.751
C 0.47136 -1.73428 -0.32314 -0.08 -0.65 -0.08 0.351
C 1.66489 -1.48827 -1.09112 1.27 2.03 -0.13 -0.223
C 4.53840 3.08696 -0.42403 0.21 -0.13 -0.63 -0.012
C 5.92321 3.66552 -0.31357 0.33 0.46 0.49 -0.399
C 3.87200 3.27183 -1.70281 -0.54 0.17 -1.14 -0.032
C 3.35702 3.56453 -2.76191 0.88 -0.61 2.00 -0.205
C 0.40803 0.62370 0.44748 -0.84 -2.71 -0.04 -0.003
C -0.12422 -0.67295 0.46143 2.47 3.01 -1.07 -0.207
C 2.24642 -0.26028 -1.10218 -0.66 -1.04 0.70 -0.132
C -1.31291 -0.99281 1.18782 -3.45 1.68 2.13 0.644
C -3.01219 -2.61103 1.91152 -1.05 0.02 0.47 -0.239
C -4.16967 -2.18470 1.06469 0.29 -0.28 0.90 -0.162
C -6.59479 -2.39287 -1.55806 -0.42 0.62 0.17 -0.405
C -4.76621 -0.90603 1.08407 0.40 -0.16 1.02 -0.046
H -3.06061 -2.07876 2.88735 0.48 -0.12 -0.80 0.240
H -0.04920 1.42702 1.01599 -0.06 -0.19 0.00 0.267
H -7.52407 -2.87361 -1.21340 0.18 0.45 -0.09 0.205
H 4.41503 5.29722 -0.11203 0.06 -0.87 0.56 0.239
H 4.61447 4.26635 1.46273 0.23 0.17 -0.96 0.246
H 3.20150 -0.16802 -1.61391 -0.25 0.47 0.03 0.240
H -6.11252 -3.10149 -2.21818 0.40 -0.16 0.08 0.210
H 1.51922 1.75695 -1.02622 -0.01 0.24 0.21 0.294
H -4.59766 -3.92775 -0.22465 -0.24 0.31 -0.22 0.237
H -6.79895 -1.49523 -2.17366 -0.02 -0.40 0.66 0.227
H 2.90380 3.83081 -3.66651 -0.32 0.13 -0.65 0.238
H 6.63063 3.15967 0.36937 -0.40 0.20 -0.70 0.223
H -3.00694 -3.68652 2.14785 0.11 0.42 -0.45 0.245
H 5.07734 1.66138 0.93237 -0.03 -0.41 0.28 0.419
H -4.46963 -0.10735 1.81780 -0.71 -0.72 -1.26 0.234
H 6.34077 4.14493 -1.20964 -0.13 -0.38 0.58 0.240
H 2.12448 -2.30006 -1.64119 -0.22 -0.07 0.10 0.243

=====

[3]
42
Properties=species:S:1:pos:R:3:forces:R:3:nbo_charge:R:1 method="wB97M-V/def2-TZVPD" fmax_ha_per_bohr=0.092 orbital_gap_ev=8.11 e_above_lowest_kj_mol=55.89 homo_energy_ev=-7.7 smiles="C=CCSc1nnc(-c2cc3c(-c4ccccc4)nn(C)c3s2)n1C"
S -3.16281 4.02670 -1.44914 -0.56 0.82 0.38 0.245
S 2.19813 1.36199 -0.83745 0.03 -2.80 1.67 0.306
N 4.04508 -1.91690 0.70381 2.51 1.46 0.25 -0.240
N -2.74003 1.39848 -1.77883 -0.76 -1.21 -0.23 -0.313
N -1.78028 0.45625 -1.51409 0.09 -0.50 -0.19 -0.283
N 4.14290 -0.53709 0.36330 0.06 -1.05 0.76 -0.215
N -1.01231 2.40635 -0.99544 1.52 2.15 1.38 -0.361
C -2.27866 2.55897 -1.46554 0.71 -0.57 0.46 0.147
C 0.77541 -0.85384 -0.23329 -2.56 3.19 -1.16 -0.149
C 0.62266 0.48687 -0.68958 -1.15 -2.01 0.23 -0.235
C -4.84528 3.30655 -1.21197 0.04 4.37 1.84 -0.493
C -0.72970 1.07850 -1.05508 1.50 -0.19 -0.01 0.300
C 2.30655 -3.59165 1.10737 -0.32 0.30 -0.32 -0.047
C -0.06271 3.51014 -0.67511 -0.37 0.90 1.59 -0.442
C -6.99794 4.65683 -1.10009 1.98 0.39 0.49 -0.381
C 3.12833 -4.74592 1.29191 -2.08 0.17 -0.84 -0.192
C 2.07476 -1.12554 0.14432 -1.54 -3.13 0.56 -0.236
C 5.33632 0.26300 0.08695 0.09 -0.67 -1.20 -0.409
C 0.38399 -4.77106 1.96924 -0.39 0.37 -0.19 -0.186
C -5.81393 4.30468 -0.50681 -2.22 -0.17 -2.31 -0.205
C 1.09093 -5.97999 2.01717 -1.12 1.46 0.76 -0.230
C 0.92061 -3.59596 1.42072 0.80 -1.23 0.99 -0.216
C 2.92941 -0.12500 0.00001 0.61 3.09 -1.45 0.102
C 2.43279 -5.92195 1.64768 1.07 -0.96 0.88 -0.201
C 2.80095 -2.28470 0.61445 0.08 1.50 -0.08 0.165
H 4.18681 -4.76083 0.99093 -0.67 0.11 0.40 0.239
H 0.73600 3.30651 0.08513 -1.07 -0.66 -0.66 0.238
H -5.16093 3.15472 -2.16602 -1.31 -0.70 -2.51 0.219
H -7.30247 4.36111 -2.10925 0.14 -0.03 0.41 0.195
H 5.02101 1.34650 0.05114 0.39 -1.30 -0.14 0.220
H 6.19601 0.15320 0.75421 -0.62 -0.21 0.36 0.229
H -7.55808 5.46272 -0.60513 -0.17 -0.71 -0.23 0.199
H -5.78353 4.75011 0.47465 1.23 -0.34 0.33 0.214
H -4.78812 2.44603 -0.68260 0.50 -2.72 1.53 0.238
H 5.66491 -0.15701 -0.89544 0.16 1.09 0.42 0.212
H -0.07353 -1.54425 -0.12915 0.41 0.68 -0.29 0.247
H 0.49288 -6.78584 2.52820 1.46 0.33 -0.93 0.229
H -0.51241 4.48525 -0.22913 0.03 -1.87 -1.27 0.242
H 0.30115 -2.69033 1.42734 0.58 -0.50 -0.11 0.222
H 0.43337 3.67729 -1.59899 0.59 0.86 -0.70 0.207
H 2.99341 -6.84720 1.82402 0.08 0.37 -0.39 0.212
H -0.61163 -4.72372 2.42557 0.24 -0.08 -0.45 0.209

=====

[4]
39
Properties=species:S:1:pos:R:3:forces:R:3:nbo_charge:R:1 method="wB97M-V/def2-TZVPD" fmax_ha_per_bohr=0.102 orbital_gap_ev=9.60 e_above_lowest_kj_mol=501.54 homo_energy_ev=-9.1 smiles="CCOC(=O)C1=NOC(c2ccccc2)(c2ccccc2)C1"
O 1.01866 -0.55004 3.41109 1.62 2.67 -0.14 -0.603
O 2.26202 1.41171 3.26866 -1.12 -0.90 -2.26 -0.499
O 1.41235 0.26734 -0.77292 1.16 1.60 -3.42 -0.388
N 1.87176 0.72894 0.42943 -0.31 -0.64 -0.48 -0.004
C 1.43994 -0.06721 1.32308 0.16 2.18 -1.59 0.086
C -2.17812 2.32515 -1.78891 3.04 -0.80 -0.34 -0.197
C 0.05049 -3.65518 -3.93920 -2.37 0.90 -0.19 -0.178
C 0.20220 -0.54497 -0.74089 2.23 -1.00 1.16 0.188
C -3.36703 0.80891 -0.42956 -1.31 -1.42 1.85 -0.215
C -0.99178 -1.85447 -2.66273 -0.06 1.30 0.35 -0.152
C -1.09195 -2.76475 -3.67867 2.90 -3.27 -0.27 -0.235
C 1.26934 -2.45772 -2.26189 0.63 2.34 3.11 -0.161
C 0.14657 -1.60057 -1.88747 2.15 -1.98 -1.36 -0.060
C 0.56872 -1.12128 0.63754 -1.58 -1.30 1.48 -0.445
C 1.21458 -3.45743 -3.22595 -0.50 0.82 0.24 -0.255
C 1.94187 1.80270 4.63529 1.17 2.08 -0.73 -0.056
C -3.32788 1.99567 -1.08941 1.98 -0.38 -0.84 -0.234
C -2.19301 0.02485 -0.20725 -0.90 -0.42 -0.37 -0.169
C 2.02432 3.37530 4.76424 1.05 -1.35 -1.74 -0.632
C -0.96975 0.33597 -0.82384 -2.12 3.07 -1.96 -0.070
C -0.97560 1.50550 -1.78243 -2.68 -0.68 2.74 -0.185
C 1.62727 0.32226 2.73001 -2.27 -3.24 3.42 0.753
H -0.12356 1.83558 -2.36305 0.11 -0.34 0.23 0.235
H 2.78245 1.43703 5.15949 0.26 -0.99 1.28 0.188
H -1.83280 -1.22420 -2.52891 -0.84 0.43 0.35 0.208
H 3.00146 3.80379 4.48500 0.06 -0.70 0.38 0.215
H 1.43336 3.75504 3.96888 -1.19 0.64 -0.37 0.215
H -2.14762 3.28230 -2.32207 0.05 -0.48 0.01 0.213
H 1.13843 -2.05170 0.53577 -0.14 0.13 -0.03 0.244
H -4.39904 0.51201 0.00332 2.09 0.21 -0.46 0.218
H -2.35405 -0.93087 0.36960 0.52 1.19 -0.59 0.215
H -2.01658 -3.04413 -4.15298 -0.25 0.53 -0.18 0.218
H 1.76894 3.77123 5.72012 -0.50 -0.05 0.69 0.220
H 2.08417 -4.04227 -3.41150 0.49 -0.42 -0.08 0.221
H -0.05911 -4.49528 -4.66955 0.19 0.97 0.67 0.218
H 2.23577 -2.26246 -1.61716 -1.80 -0.63 -1.61 0.217
H -4.08000 2.71034 -1.14234 -1.72 0.69 0.10 0.216
H -0.35803 -1.34198 1.16683 0.35 -0.17 0.48 0.242
H 0.97127 1.45489 4.89032 -0.52 -0.60 0.48 0.205